[1]
111
Properties=species:S:1:pos:R:3:lowdin_charge:R:1 method="wB97M-V/def2-TZVPD" homo_ha=-0.2551 relative_energy_kcal_mol=23.7
Sr -0.3257 0.6422 -0.0022 1.37
C -5.1943 -5.1949 -1.7257 -0.05
C -5.2153 -3.9728 -2.6591 -0.56
C -4.5140 -4.3351 -3.9762 -0.05
C -6.6737 -3.6351 -2.9716 -0.07
C -4.4863 -2.8038 -1.9885 -0.18
C -3.1441 -2.9205 -1.6522 -0.07
C -2.4700 -1.8789 -1.0343 -0.38
Se -0.5837 -2.0843 -0.6604 1.07
C 0.1109 -1.7997 -2.4472 -0.38
C 0.1558 -2.8877 -3.2965 -0.08
C 0.5383 -2.7356 -4.6247 -0.18
C 0.8523 -1.4454 -5.0285 0.01
C 0.8357 -0.3164 -4.2028 -0.08
C 0.4860 -0.4840 -2.8415 -0.36
O 0.4813 0.4833 -1.9418 -0.45
C 1.1981 1.0272 -4.8796 -0.53
C 1.1619 2.2692 -3.9758 -0.07
C 0.2052 1.2859 -6.0266 -0.05
C 2.6206 0.9363 -5.4566 -0.05
C 0.5832 -3.9455 -5.5602 -0.56
C 0.9631 -3.5451 -6.9848 -0.07
C -0.7969 -4.6241 -5.6035 -0.05
C 1.6220 -4.9557 -5.0475 -0.05
C -3.1019 -0.6683 -0.6773 -0.38
O -2.4229 0.2819 -0.0506 -0.44
C -4.4668 -0.5271 -1.0461 -0.09
C -5.1057 -1.5934 -1.6751 0.02
C -5.2068 0.8012 -0.8039 -0.53
C -4.5000 1.9341 -1.5691 -0.04
C -5.2566 1.1413 0.6963 -0.05
C -6.6508 0.7440 -1.3016 -0.08
H -5.7583 -6.0268 -2.1655 0.08
H -5.6431 -4.9449 -0.7593 0.09
H -4.1707 -5.5372 -1.5433 0.08
H -5.0336 -5.1639 -4.4726 0.09
H -3.4765 -4.6395 -3.8087 0.06
H -4.5045 -3.4762 -4.6548 0.09
H -7.1543 -4.4986 -3.4413 0.08
H -6.7512 -2.7896 -3.6633 0.09
H -7.2342 -3.3919 -2.0631 0.09
H -2.5907 -3.8241 -1.8902 0.10
H -0.1253 -3.8602 -2.9051 0.10
H 1.1327 -1.2943 -6.0647 0.09
H 0.1693 2.4355 -3.5583 0.08
H 1.4336 3.1398 -4.5839 0.08
H 1.8669 2.1889 -3.1488 0.07
H -0.8177 1.3394 -5.6396 0.09
H 0.2375 0.4979 -6.7844 0.07
H 0.4390 2.2368 -6.5187 0.08
H 3.3485 0.7729 -4.6543 0.09
H 2.8785 1.8701 -5.9697 0.08
H 2.7218 0.1182 -6.1752 0.07
H 0.2441 -2.8348 -7.4070 0.09
H 0.9706 -4.4337 -7.6217 0.08
H 1.9604 -3.0950 -7.0253 0.09
H -1.5651 -3.9146 -5.9265 0.09
H -1.0865 -5.0060 -4.6197 0.07
H -0.7875 -5.4686 -6.3026 0.08
H 2.6193 -4.5046 -5.0284 0.09
H 1.6535 -5.8391 -5.6963 0.08
H 1.3832 -5.2884 -4.0324 0.08
H -6.1481 -1.4703 -1.9433 0.08
H -3.4713 2.0466 -1.2313 0.07
H -5.0262 2.8858 -1.4153 0.08
H -4.4901 1.7171 -2.6425 0.09
H -4.2507 1.2810 1.0888 0.05
H -5.7408 0.3316 1.2554 0.09
H -5.8371 2.0601 0.8517 0.08
H -6.7030 0.5529 -2.3781 0.09
H -7.1312 1.7077 -1.1104 0.08
H -7.2285 -0.0278 -0.7824 0.09
C 3.4194 -0.6355 0.5043 -0.09
N 2.4721 -1.7201 0.7125 -0.28
C 2.7983 -2.8490 -0.1491 -0.11
C 2.4061 -2.1544 2.0977 -0.21
C 2.0680 -1.0423 3.0679 -0.22
N 0.8573 -0.2774 2.7655 -0.28
C -0.3561 -1.0800 2.9402 -0.10
C 0.8262 0.8906 3.6443 -0.10
H 4.4452 -0.9067 0.8074 0.09
H 3.1189 0.2508 1.0660 0.07
H 3.4330 -0.3703 -0.5546 0.09
H 3.7781 -3.2879 0.1041 0.09
H 2.8212 -2.5251 -1.1916 0.09
H 2.0354 -3.6218 -0.0543 0.07
H 3.3755 -2.5657 2.4280 0.13
H 1.6812 -2.9678 2.1686 0.12
H 2.9020 -0.3380 3.0845 0.11
H 2.0031 -1.4724 4.0797 0.13
H -0.4658 -1.4357 3.9754 0.10
H -0.3398 -1.9422 2.2722 0.05
H -1.2436 -0.4888 2.6872 0.08
H 0.7769 0.6024 4.7060 0.09
H -0.0378 1.5137 3.4175 0.05
H 1.7232 1.4928 3.4963 0.09
N -2.4477 4.1200 2.3095 0.14
C -1.9546 2.8733 2.0918 -0.17
N -0.9827 2.8544 1.2174 0.02
C -0.8291 4.1887 0.8193 -0.22
C 0.0406 4.7483 -0.1186 -0.01
C -0.0310 6.1111 -0.3270 -0.08
C -0.9467 6.9139 0.3748 -0.09
C -1.8201 6.3733 1.2995 -0.02
C -1.7393 4.9971 1.5003 -0.19
H -3.2072 4.3534 2.9204 0.16
H -2.3760 1.9977 2.5736 0.13
H 0.7412 4.1291 -0.6706 0.11
H 0.6273 6.5758 -1.0520 0.10
H -0.9716 7.9800 0.1805 0.10
H -2.5361 6.9888 1.8340 0.11



[2]
123
Properties=species:S:1:pos:R:3:lowdin_charge:R:1 method="wB97M-V/def2-TZVPD" homo_ha=-0.3809 charge=+1 relative_energy_kcal_mol=67.9
C 1.8165 1.9717 0.8228 0.03
N 0.4713 1.4171 1.1663 -0.33
C -0.2426 2.3344 2.1195 0.01
C -0.3275 1.2650 -0.0218 -0.01
C 0.7172 0.0408 1.8589 0.00
C -0.6479 -0.7995 2.3086 -0.15
O -0.3494 -1.7916 3.3066 -0.07
H 1.4165 3.0827 0.5452 0.16
H 2.2210 1.4124 -0.0489 0.11
H 2.4900 1.9486 1.7016 0.11
H -1.0352 2.1619 2.7921 0.09
H -0.7351 3.2361 1.6948 0.12
H 0.5501 2.6546 2.7500 0.08
H -0.4991 2.2979 -0.2646 0.10
H -1.3048 0.9352 0.0988 0.09
H 0.1153 0.6402 -0.7439 0.08
H 1.2726 0.2276 2.5887 0.04
H 1.3508 -0.6405 1.2346 0.13
H -1.1390 -1.2335 1.3902 0.09
H -1.4035 -0.1508 2.6774 0.09
H -1.1509 -2.0679 3.7562 0.07
C -2.0108 5.7739 -1.1102 0.11
C -2.7182 6.1075 -2.3671 -0.10
C -2.0841 6.3534 -3.6323 -0.45
O -2.6987 6.7972 -4.5888 0.13
C -0.7241 6.1552 -3.7540 0.11
C 0.1431 5.6291 -2.5187 -0.07
C -0.6030 5.4479 -1.2478 -0.32
O 0.0290 5.0013 -0.2484 0.03
O 1.2885 4.9579 -2.7679 0.12
O -4.1086 6.3529 -2.3512 0.11
H -2.5275 5.6613 -0.2263 0.09
H -0.2698 5.9103 -4.7370 0.13
H 1.5948 5.1887 -3.5789 0.06
H -4.1746 6.9557 -3.0450 0.06
C 4.7707 -0.1244 0.8435 0.09
C 4.9550 0.5798 -0.4721 -0.17
C 5.6606 -0.1088 -1.5656 -0.35
O 6.0327 0.5212 -2.5942 0.05
C 5.9489 -1.5450 -1.3908 0.11
C 5.7395 -2.3057 -0.0393 -0.15
C 5.0749 -1.5370 1.0457 -0.38
O 4.8884 -2.0955 2.1100 0.10
O 6.1412 -3.5356 0.0989 0.19
O 4.7346 1.8975 -0.6842 0.06
H 4.1467 0.3135 1.6943 0.12
H 6.4449 -2.2070 -2.1633 0.13
H 5.8913 -3.6880 0.9421 0.05
H 5.0495 2.2307 -1.5962 0.16
C -3.9481 -0.2624 -6.0278 0.14
C -5.4406 -0.4470 -5.5901 -0.10
C -5.7973 -0.6274 -4.3160 -0.53
O -6.9225 -0.8575 -3.9581 0.14
C -4.7965 -0.7862 -3.3660 0.08
C -3.2858 -0.6263 -3.5963 -0.10
C -2.8359 -0.2773 -5.0535 -0.33
O -1.6646 -0.1724 -5.3930 0.10
O -2.2963 -0.8513 -2.7236 0.05
O -6.4295 -0.6270 -6.6100 0.06
H -3.5840 -0.4322 -7.0210 0.10
H -5.1041 -1.1888 -2.3856 0.10
H -2.5107 -1.0563 -1.7833 0.06
H -7.3211 -0.8935 -6.2792 0.13
C -0.1669 -3.0044 -1.6089 0.00
C 1.2911 -2.6586 -1.6687 -0.51
O 1.8909 -1.8075 -1.0032 0.00
C 2.1015 -3.4789 -2.6193 -0.02
H -0.3350 -2.2360 -0.8516 0.07
H -0.5131 -3.9221 -1.3068 0.05
H -0.7201 -2.8250 -2.6605 0.15
H 3.1915 -3.0783 -2.8198 0.13
H 1.4499 -3.8984 -3.3007 0.05
H 2.6053 -4.3115 -2.0158 0.11
C -3.9147 -4.7851 6.4538 0.00
C -2.8750 -3.6993 6.0270 -0.42
O -3.2787 -2.7283 5.4541 0.06
C -1.4731 -3.8361 6.6702 0.02
H -4.2732 -5.2566 5.5784 0.07
H -4.5987 -4.3461 7.1315 0.07
H -3.4207 -5.5377 7.0578 0.07
H -0.7621 -3.2699 6.3064 0.02
H -1.0623 -4.6568 6.3011 0.04
H -1.5716 -3.7723 7.7002 0.08
C -5.1311 -2.6672 0.3658 0.00
C -3.5185 -2.6400 0.2332 -0.41
O -3.0690 -1.7689 -0.4376 0.03
C -2.7091 -3.8232 0.9016 0.03
H -5.5694 -2.0743 -0.3028 -0.03
H -5.5113 -2.3438 1.5028 0.15
H -5.5157 -3.8146 0.0924 0.14
H -2.2380 -4.0596 0.0533 0.01
H -3.4314 -4.3784 1.5272 0.09
H -1.9747 -3.3552 1.7710 0.13
C 0.1050 5.8630 5.0044 0.04
C 1.2632 5.6071 3.9800 -0.39
O 1.9106 4.5586 3.9229 0.01
C 1.6645 6.6265 2.8815 -0.02
H -0.7117 6.1644 4.3865 0.09
H 0.4342 6.5676 5.5596 0.02
H -0.0768 4.9779 5.4653 0.05
H 1.6279 7.7003 3.1226 0.08
H 0.8695 6.6658 2.1335 0.06
H 2.4974 6.3959 2.2274 0.08
C 1.7952 -3.7782 2.0023 -0.02
C 2.7423 -4.9448 1.9217 -0.42
O 3.0986 -5.4068 0.8073 0.02
C 3.3305 -5.5797 3.1928 -0.02
H 0.8730 -3.9677 2.3455 0.01
H 1.8100 -3.2115 0.8745 0.13
H 2.3737 -2.8644 2.3736 0.09
H 3.6806 -6.6113 3.0855 0.08
H 2.7460 -5.7553 4.1203 0.09
H 4.1934 -5.1764 3.6148 0.05
C 2.8380 2.0069 -3.9838 -0.01
C 1.6535 1.0896 -3.7398 -0.41
O 0.6809 1.4413 -2.9788 -0.01
C 1.5223 -0.2153 -4.3722 -0.01
H 2.9386 2.8613 -3.2004 0.10
H 2.7180 2.4358 -4.9932 0.09
H 3.8196 1.5309 -4.0265 0.07
H 1.4305 0.0334 -5.4069 0.10
H 0.6536 -0.7595 -4.1322 0.07
H 2.3570 -0.7458 -4.4052 0.04